i:
{"formula": "C40H29F2MnN9O4", "method": "ωB97M-V/def2-TZVPD", "species": ["Mn", "O", "C", "C", "C", "C", "C", "C", "C", "O", "N", "N", "C", "C", "C", "C", "C", "C", "C", "O", "H", "H", "H", "H", "H", "H", "H", "H", "H", "H", "F", "C", "C", "C", "C", "C", "F", "C", "C", "C", "C", "C", "C", "N", "H", "H", "H", "H", "H", "H", "C", "C", "C", "C", "C", "N", "C", "O", "N", "C", "C", "C", "C", "N", "C", "C", "C", "H", "H", "H", "H", "H", "H", "H", "H", "H", "H", "H", "H", "H", "N", "C", "N", "C", "N"], "xyz": [[-1.704, 0.605, 1.772], [-1.316, -4.003, -0.977], [-1.080, -3.096, -1.935], [-0.812, -3.556, -3.227], [-0.581, -2.663, -4.258], [-0.599, -1.293, -4.022], [-0.830, -0.834, -2.734], [-1.070, -1.710, -1.681], [-1.352, -1.136, -0.330], [-1.066, 0.076, -0.116], [-1.901, -1.963, 0.545], [-2.149, -1.310, 1.743], [-2.637, -2.014, 2.697], [-2.980, -1.492, 4.005], [-3.479, -2.410, 4.939], [-3.864, -2.051, 6.214], [-3.753, -0.702, 6.578], [-3.274, 0.230, 5.691], [-2.859, -0.106, 4.367], [-2.427, 0.826, 3.603], [-1.505, -3.473, -0.138], [-0.797, -4.626, -3.393], [-0.382, -3.040, -5.255], [-0.430, -0.595, -4.832], [-0.841, 0.224, -2.500], [-2.814, -3.075, 2.513], [-3.557, -3.449, 4.630], [-4.240, -2.790, 6.910], [-4.048, -0.385, 7.574], [-3.187, 1.273, 5.968], [-6.736, 0.540, -0.318], [-5.634, 1.252, 0.060], [-4.536, 0.599, 0.564], [-3.398, 1.320, 0.958], [-3.436, 2.730, 0.809], [-4.575, 3.333, 0.290], [-4.652, 4.694, 0.135], [-5.695, 2.628, -0.093], [-2.209, 3.429, 1.220], [-1.977, 4.806, 1.156], [-0.752, 5.312, 1.548], [0.230, 4.444, 1.999], [-0.067, 3.095, 2.046], [-1.248, 2.597, 1.678], [-4.564, -0.482, 0.655], [-6.568, 3.125, -0.491], [-2.751, 5.464, 0.796], [-0.567, 6.379, 1.498], [1.207, 4.792, 2.309], [0.659, 2.366, 2.379], [3.169, 1.991, -5.164], [3.407, 0.668, -4.486], [4.612, -0.009, -4.617], [4.839, -1.199, -3.940], [3.845, -1.754, -3.144], [4.124, -2.951, -2.448], [3.576, -3.421, -1.268], [3.566, -4.621, -1.035], [3.065, -2.504, -0.398], [3.325, -1.116, -0.305], [4.579, -0.570, -0.529], [4.726, 0.801, -0.415], [3.629, 1.560, -0.038], [2.435, 1.037, 0.219], [2.282, -0.273, 0.064], [2.617, -1.111, -3.041], [2.419, 0.095, -3.689], [4.012, 2.266, -5.798], [3.027, 2.785, -4.428], [2.272, 1.961, -5.786], [5.400, 0.411, -5.233], [5.802, -1.693, -4.008], [4.529, -3.706, -2.976], [2.549, -2.923, 0.362], [5.416, -1.208, -0.783], [5.687, 1.270, -0.578], [3.721, 2.633, 0.090], [1.294, -0.675, 0.269], [1.820, -1.538, -2.443], [1.466, 0.597, -3.567], [0.156, 0.021, 2.598], [1.221, -0.323, 2.911], [2.369, -0.845, 3.248], [3.427, -0.068, 3.352], [4.422, 0.527, 3.455]], "spin_multiplicity": 2, "gap_ev": [5.7, 5.1], "s2": 0.774, "homo_ev": [-1.807, -1.221], "charge": -2}

ii:
{"formula": "C40H29F2MnN9O4", "method": "ωB97M-V/def2-TZVPD", "species": ["Mn", "O", "C", "C", "C", "C", "C", "C", "C", "O", "N", "N", "C", "C", "C", "C", "C", "C", "C", "O", "H", "H", "H", "H", "H", "H", "H", "H", "H", "H", "F", "C", "C", "C", "C", "C", "F", "C", "C", "C", "C", "C", "C", "N", "H", "H", "H", "H", "H", "H", "C", "C", "C", "C", "C", "N", "C", "O", "N", "C", "C", "C", "C", "N", "C", "C", "C", "H", "H", "H", "H", "H", "H", "H", "H", "H", "H", "H", "H", "H", "N", "C", "N", "C", "N"], "xyz": [[0.469, -0.419, 0.491], [0.123, 3.793, 1.754], [0.134, 4.367, 0.547], [0.141, 5.763, 0.487], [0.133, 6.418, -0.728], [0.111, 5.688, -1.913], [0.120, 4.304, -1.858], [0.142, 3.614, -0.647], [0.206, 2.129, -0.594], [0.215, 1.590, 0.561], [0.237, 1.442, -1.711], [0.362, 0.084, -1.431], [0.266, -0.723, -2.418], [0.406, -2.159, -2.312], [0.213, -2.927, -3.468], [0.304, -4.303, -3.465], [0.601, -4.958, -2.264], [0.815, -4.239, -1.111], [0.740, -2.823, -1.085], [1.004, -2.195, 0.004], [0.158, 2.800, 1.582], [0.155, 6.312, 1.422], [0.156, 7.502, -0.753], [0.095, 6.192, -2.872], [0.130, 3.729, -2.775], [0.060, -0.301, -3.402], [-0.026, -2.404, -4.391], [0.136, -4.867, -4.375], [0.660, -6.042, -2.238], [1.043, -4.738, -0.177], [-1.213, -0.354, 5.681], [-0.192, -0.308, 4.787], [-0.444, -0.468, 3.447], [0.604, -0.409, 2.518], [1.913, -0.180, 3.010], [2.106, -0.046, 4.375], [3.354, 0.169, 4.897], [1.080, -0.096, 5.291], [2.955, -0.071, 1.983], [4.332, -0.001, 2.211], [5.212, 0.087, 1.149], [4.705, 0.096, -0.137], [3.333, 0.009, -0.289], [2.475, -0.062, 0.726], [-1.465, -0.647, 3.122], [1.264, 0.037, 6.349], [4.703, -0.024, 3.224], [6.281, 0.138, 1.319], [5.349, 0.170, -1.003], [2.889, -0.002, -1.277], [1.504, 2.733, -8.872], [0.566, 2.662, -7.693], [1.014, 2.338, -6.420], [0.159, 2.333, -5.328], [-1.187, 2.658, -5.482], [-1.994, 2.688, -4.316], [-3.226, 3.278, -4.240], [-3.848, 3.682, -5.214], [-3.799, 3.466, -2.992], [-3.466, 3.119, -1.663], [-3.864, 3.986, -0.653], [-3.634, 3.649, 0.667], [-3.013, 2.440, 0.946], [-2.654, 1.596, -0.007], [-2.874, 1.917, -1.277], [-1.663, 2.945, -6.764], [-0.786, 2.951, -7.840], [2.510, 2.416, -8.595], [1.567, 3.756, -9.254], [1.160, 2.099, -9.693], [2.060, 2.091, -6.266], [0.533, 2.086, -4.340], [-1.508, 2.464, -3.453], [-4.592, 4.075, -3.082], [-4.354, 4.919, -0.913], [-3.940, 4.312, 1.467], [-2.794, 2.130, 1.964], [-2.603, 1.155, -2.005], [-2.707, 3.172, -6.903], [-1.172, 3.195, -8.826], [-1.352, -1.014, 0.486], [-2.381, -1.540, 0.410], [-3.598, -1.979, 0.456], [-4.244, -2.975, -0.063], [-4.930, -3.833, -0.468]], "spin_multiplicity": 2, "gap_ev": [5.5, 4.8], "s2": 0.779, "homo_ev": [-1.621, -0.966], "charge": -2}

i ends up most stable, edging out the next structure by 0.0180 hartree.

i:
{"formula": "C3H6NO3", "method": "ωB97M-V/def2-TZVPD", "species": ["C", "C", "C", "N", "O", "O", "O", "H", "H", "H", "H", "H", "H"], "xyz": [[-0.787, 1.062, 0.814], [-0.141, -0.809, 1.300], [0.546, 0.325, 0.583], [1.668, 0.581, 0.060], [-1.201, 2.005, 0.291], [-1.249, 0.029, 1.502], [-0.747, -0.378, -2.065], [-0.385, -1.691, 0.568], [0.272, -1.300, 2.317], [-1.220, -1.251, -2.035], [2.412, -0.094, 0.005], [1.918, 1.449, -0.467], [-1.085, 0.074, -2.873]], "spin_multiplicity": 1, "gap_ev": 9.7, "homo_ev": -15.667, "charge": 1}

ii:
{"formula": "C3H6NO3", "method": "ωB97M-V/def2-TZVPD", "species": ["C", "C", "C", "N", "O", "O", "O", "H", "H", "H", "H", "H", "H"], "xyz": [[0.034, 0.987, -0.753], [0.537, -0.440, -0.151], [0.883, -0.319, 1.319], [-1.870, -0.240, -0.700], [-2.948, -0.590, -0.789], [-1.348, 0.893, -0.851], [-0.466, -1.266, -0.509], [0.348, 1.758, -0.037], [0.313, 1.050, -1.818], [1.327, -0.723, -0.705], [1.349, -1.371, 1.524], [0.144, -0.092, 2.121], [1.697, 0.354, 1.349]], "spin_multiplicity": 1, "gap_ev": 9.7, "homo_ev": -16.398, "charge": 1}

i ends up most stable, edging out the next structure by 0.1991 hartree.